Record 1
The following is a quantum chemistry calculation of C6H15NO in the gas phase in a non-equilibrium geometry, from the Open Molecules 2025 dataset.

Geometry as XYZ:
```
23
Properties=species:S:1:pos:R:3:lowdin_charge:R:1
C 0.5172 0.3809 -2.7589 -0.243
H -0.8985 -1.5546 0.7218 0.138
H -0.5556 -1.3123 -1.8731 0.095
H 1.3978 -0.2619 -0.3351 0.056
H 2.6336 -0.1391 -3.7872 0.109
N 0.4580 -0.1076 -0.2913 -0.076
H -1.7983 0.2710 3.7220 0.123
H 0.4368 1.9228 2.5693 0.114
H 0.7361 -1.1365 1.5257 0.147
C -0.7624 0.5098 1.7472 -0.438
H -1.2832 0.1825 -1.5663 0.115
H 2.0968 -1.1037 -2.2078 0.085
H -2.7383 0.2760 2.2241 0.027
H 1.2274 -1.4870 -3.8117 0.078
C -1.8298 -0.0167 2.5829 -0.088
H 0.9287 1.3578 -2.4908 0.097
C 1.6490 -0.5956 -3.1998 -0.160
H -0.9292 1.3966 1.1108 0.144
H -0.2093 0.4055 -3.5507 0.078
H -1.9015 -1.2181 2.5462 0.120
O 0.3287 0.9275 2.6011 -0.099
C -0.1267 -0.6704 0.9068 -0.186
C -0.2771 -0.3190 -1.5393 -0.235
```

Output
- total charge = 0
- molar mass (u) = 117.19
- energy (Ha) = -367.51070
- orbital gap (eV) = 9.68

---

Record 2
The following is a quantum chemistry calculation of 2 unconnected molecules or ions with the total composition C8H10FN2O3 in a non-equilibrium geometry, from the Open Molecules 2025 dataset.

Geometry as XYZ:
```
24
Properties=species:S:1:pos:R:3:lowdin_charge:R:1
H 0.0265 0.4806 3.5569 0.130
N -1.1570 0.9863 1.3184 -0.327
C -0.4313 -2.1824 -1.9581 0.010
O -1.3565 2.0012 1.9195 0.167
H 2.1374 0.2303 0.1586 0.073
H 1.2424 -1.9690 -0.5724 0.127
H 1.1229 1.6021 -0.0946 0.116
H -1.6836 0.7371 -3.3850 0.158
H 1.5714 -0.3811 3.0452 0.186
C 0.0286 0.1296 1.6601 -0.194
H -0.2653 1.6251 -1.8011 0.139
F -0.1822 -1.1939 1.6234 0.113
H -2.0649 -1.8778 -3.3803 0.128
C -1.1994 -0.0658 -2.7445 0.009
C 0.4225 -1.5092 -1.0049 0.054
O -1.6660 0.5996 0.2980 0.086
H 1.7683 2.2168 3.5083 0.177
C 1.2431 0.5397 -0.1247 0.107
C -1.2982 -1.4996 -2.7257 -0.001
C -0.3619 0.5665 -1.8816 -0.032
H -0.6427 -3.2275 -1.8505 0.124
N 0.5157 -0.1477 -1.0748 -0.083
O 1.3930 1.7911 2.6523 -0.039
C 0.8372 0.5480 2.8573 -0.229
```

Output
- total charge = +1
- molar mass (u) = 201.18
- energy (Ha) = -745.46261
- orbital gap (eV) = 8.47

---

Record 3
The following is a quantum chemistry calculation of 5 unconnected molecules or ions with the total composition C30H43ClN4O6 in a non-equilibrium geometry, from the Open Molecules 2025 dataset.

Geometry as XYZ:
```
84
Properties=species:S:1:pos:R:3:lowdin_charge:R:1
C -6.6294 6.7090 0.7184 -0.200
C -1.7488 -1.4296 3.1896 -0.797
H 5.1323 -0.3085 1.8938 0.080
H -4.9155 1.7852 1.1470 0.086
H 3.5243 3.6905 -2.3505 0.107
O 1.6163 -0.9695 0.4077 0.138
H 6.2586 -2.5909 1.3947 0.120
H 2.4097 2.7222 -2.9244 0.072
H 11.4143 -2.2546 -0.7161 0.072
H 6.0298 -3.3361 -0.1760 0.116
Cl -3.1730 -2.4561 2.9064 0.680
H -5.8996 -6.0461 2.0106 0.121
H -8.5851 6.3638 -2.0549 0.077
C -8.0656 6.9555 0.6304 -0.186
C -3.3060 3.1192 0.6518 -0.404
O -4.0745 4.0091 -0.1474 -0.040
C 2.2199 1.8267 -1.2293 -0.323
H -3.3009 3.5089 1.6754 0.147
C -1.6953 -1.2389 0.1975 0.068
H 10.4828 -1.4875 -1.9929 0.037
H -6.0775 -6.7033 0.3950 0.118
H -8.2355 7.8554 0.0372 0.123
C 12.4853 -4.3297 -2.2668 -0.200
C 0.5270 -0.4464 0.4558 -0.301
N 14.7438 -3.3084 -3.0820 0.140
O 3.4850 2.1645 -1.0818 -0.081
C 1.2662 1.9708 -0.0149 -0.036
H 4.9112 -1.2553 -1.0131 0.115
H 12.3417 -5.2894 -2.7662 0.114
H -8.2580 -5.9711 1.1959 0.107
C 4.9877 -1.4548 0.0572 -0.258
C 2.6393 3.2155 -1.9310 0.013
H 2.0398 0.9949 -1.9147 0.155
C 7.4432 -1.8086 -0.1377 -0.215
O -1.8124 -0.5441 3.9631 0.080
C -3.9255 1.7416 0.7014 -0.019
H 12.5554 -4.5356 -1.1974 0.118
H -4.5154 4.6323 0.4407 0.024
H 0.2784 -1.3244 2.9263 0.132
H 12.2414 -1.5088 -2.0909 0.071
H -8.6429 4.8739 0.6243 0.111
O -1.5519 2.2585 -0.8841 0.009
H 5.9433 0.4447 0.5136 0.078
C 6.1800 -2.3794 0.3269 -0.189
H -2.5100 -1.9376 0.3217 0.086
H -9.8829 5.9787 0.0629 0.107
H -7.3544 5.2227 -1.4993 0.073
C -8.8138 5.7655 0.0187 -0.260
H -7.0762 -3.1556 1.4645 0.071
H -8.9893 4.6616 -1.8313 0.073
C -5.1262 -4.8534 0.4797 -0.232
N 8.4344 -1.3539 -0.4960 0.167
H -1.2347 2.8875 1.0950 0.133
C 5.0720 -0.1375 0.8165 -0.098
C -7.5504 -5.1979 0.8924 -0.261
N -5.4996 6.5155 0.7637 0.171
H 4.1884 0.4642 0.6179 0.041
H -7.7810 -4.9459 -0.1437 0.112
C -7.7355 -3.9680 1.7738 -0.108
H -8.4435 7.1602 1.6332 0.118
C -0.5311 -1.8133 2.3912 -0.096
H 10.3810 -3.9353 -2.2633 0.104
H -3.3288 1.0659 1.3180 0.082
C 11.2934 -3.4082 -2.5490 -0.264
C -6.1370 -5.7832 0.9783 -0.190
C -1.0132 1.0652 -0.5628 -0.166
C 11.3649 -2.0877 -1.7931 -0.129
H -4.0199 1.3118 -0.2919 0.084
C 13.7507 -3.7592 -2.7251 -0.243
C -1.8507 3.1232 0.2257 -0.111
H 11.2254 -3.2156 -3.6213 0.110
C -0.6446 -1.1775 1.0258 -0.121
H 0.8283 2.9507 -0.1202 0.111
N -4.3353 -4.1144 0.0994 0.155
H -7.5238 -4.1992 2.8195 0.076
H -1.5769 4.1274 -0.0871 0.139
H -8.7607 -3.6045 1.7115 0.072
C 0.2293 0.8972 -0.0785 -0.080
O -2.5284 -0.2675 -1.8059 0.151
H 4.0760 -1.9788 0.3466 0.093
H -0.4385 -2.8961 2.3881 0.129
C -8.4097 5.4898 -1.4252 -0.104
C -1.8141 -0.1778 -0.8426 -0.312
H 1.9347 1.8724 0.8368 0.135
```

Output
- total charge = 0
- molar mass (u) = 591.15
- energy (Ha) = -2299.33578
- orbital gap (eV) = 7.95

---

Record 4
The following is a quantum chemistry calculation of 3 unconnected molecules or ions with the total composition CHFN2O3 in a non-equilibrium geometry, from the Open Molecules 2025 dataset.

Geometry as XYZ:
```
8
Properties=species:S:1:pos:R:3:lowdin_charge:R:1
C -1.2411 0.1714 -0.3283 -0.325
F -1.8939 -0.5147 -1.2721 0.084
H -1.7666 0.1068 0.6213 0.148
N 1.3010 0.8393 0.6436 0.046
O 2.2026 1.2511 0.0645 0.091
N 0.3485 -1.6404 0.3527 0.058
O -0.2795 0.8292 -0.6155 0.039
O 1.3290 -1.0428 0.5340 -0.141
```

Output
- total charge = 0
- molar mass (u) = 108.03
- energy (Ha) = -473.58885
- 2S+1 = 3
- orbital gap (spin up / spin down) (eV) = 8.05 / 11.56

---

Record 5
The following is a quantum chemistry calculation of 12 unconnected molecules or ions with the total composition C5H34N2O11 in a non-equilibrium geometry, from the Open Molecules 2025 dataset.

Geometry as XYZ:
```
52
Properties=species:S:1:pos:R:3:lowdin_charge:R:1
O 1.2537 -0.6425 1.8739 -0.018
H 0.5167 2.6179 3.4885 0.098
H 0.2511 0.5614 -3.8944 0.115
H -3.8481 0.3944 -0.4389 0.071
O 3.2127 -0.4328 -0.4480 -0.043
H 3.4119 1.4688 2.5123 0.035
H -0.7937 -2.5656 2.9556 -0.017
O -1.0710 2.1953 -1.1711 -0.014
H 0.7806 -0.8821 1.1176 -0.009
H 2.0705 -1.1619 1.7897 0.068
H -0.2463 -1.1953 2.9961 -0.015
H -0.3751 -1.0504 -4.2818 0.130
H 2.9084 0.0427 2.3791 -0.028
H -0.2747 3.1250 2.2788 0.018
O -1.0568 -1.6460 3.0924 -0.067
H 2.3941 -2.2422 -1.6431 0.074
H 1.1010 -0.8569 -0.6010 0.007
N -2.3900 -0.8237 -0.8199 -0.047
C -0.3112 -0.5667 -2.0389 -0.271
H 2.0855 3.4369 1.7244 -0.026
H -1.2665 3.5218 0.0331 -0.003
O -1.7630 3.8847 0.7813 -0.066
H -1.4981 -2.4888 -1.8922 0.156
O -2.4068 0.5413 2.6788 -0.118
H 0.4120 -3.6810 1.3283 0.092
C 0.2963 -0.4833 -3.5274 -0.182
H 3.3316 0.5741 -0.5625 0.122
C 1.5882 -1.1216 -3.4534 -0.208
H -0.3793 0.4473 -1.6319 0.097
N 0.6198 -1.4440 -1.1856 -0.025
H -4.8656 1.3211 0.2096 0.037
H 1.6570 -1.8019 -4.3707 0.124
O 2.8856 3.4923 1.1761 -0.093
H 2.3570 -0.3234 -3.5912 0.117
H -2.5411 3.3283 0.8883 0.021
H -2.3149 -1.1299 -2.8913 0.107
H 2.7084 4.2484 0.5750 0.047
H -1.7185 1.7096 -0.6412 0.035
H -3.0468 -0.1787 3.0714 0.093
O 0.2703 -3.6059 2.3112 -0.063
H -3.1406 -1.5599 -0.5740 0.117
O 0.6188 2.8686 2.5230 -0.066
O 3.7312 0.5389 2.4674 -0.070
H 1.0119 -3.0640 -2.4803 0.136
H -1.6965 2.4751 -1.7546 0.018
H 3.7250 -0.7371 -1.1422 -0.005
O -3.9419 1.4087 -0.0999 -0.146
C 1.5027 -2.0522 -2.1839 -0.198
H -0.5592 -4.0870 2.5315 0.081
H -1.6665 -0.0449 2.5080 -0.043
C -1.6696 -1.2665 -2.0073 -0.254
H -1.8599 -1.0666 0.0354 0.077
```

Output
- total charge = 0
- molar mass (u) = 298.33
- energy (Ha) = -1147.93775
- orbital gap (eV) = 9.65

---

Record 6
The following is a quantum chemistry calculation of 2 unconnected molecules or ions with the total composition C2HIN2O2 in a non-equilibrium geometry, from the Open Molecules 2025 dataset.

Geometry as XYZ:
```
8
Properties=species:S:1:pos:R:3:lowdin_charge:R:1
C -1.1329 1.7864 -1.3219 -0.234
N -2.2523 1.8699 -1.5720 -0.094
I 2.5805 -0.7395 -0.6084 1.089
O -0.9553 -0.2357 1.3386 0.120
N 0.2085 -0.4069 1.1400 -0.524
H -0.0905 -1.2821 -0.7612 0.057
C 0.5529 -0.6439 -0.1948 -0.434
O 1.0891 -0.3482 1.9797 0.019
```

Output
- total charge = 0
- molar mass (u) = 211.95
- energy (Ha) = -634.15815
- orbital gap (spin up / spin down) (eV) = 5.07 / 5.08

---

- What is the molar mass in the fifth record?
  298.33 u